1.
The following is a DFT calculation (the ωB97M-V functional and the def2-TZVPD basis) of C20H35FN5O3Pd as an isolated structure.

## Properties
Total energy: -1510.10218 a.u.
F_max: 0.2 eV/A
HOMO-LUMO gap (alpha / beta): 7.43 / 8.04 eV
HOMO energy (alpha / beta): -9.34 / -11.16 eV

Structure (ORCA input):
```
! RIJCOSX wB97M-V def2-TZVPD def2/J DEFGRID3
* xyz 1 3
Pd 0.1614 1.4372 0.0965
C -4.9960 -1.2471 1.2900
N -4.1410 -0.5882 0.3142
C -4.7206 -0.3238 -0.9961
C -2.8762 -0.2106 0.5667
O -2.1525 0.3043 -0.2776
C -2.3548 -0.4906 1.9800
O -1.1460 0.2028 2.1535
C -0.3805 -0.2803 3.2258
C 1.0217 0.3202 3.1206
O 1.3169 1.0738 2.1972
N 1.9057 -0.0198 4.0742
C 1.6558 -0.9782 5.1364
C 3.2633 0.4979 4.0035
H -5.7085 -1.8720 0.7551
H -4.4260 -1.9020 1.9455
H -5.5542 -0.5282 1.8941
H -4.7645 -1.2379 -1.5910
H -5.7314 0.0625 -0.8683
H -4.1118 0.4096 -1.5139
H -3.0872 -0.2008 2.7415
H -2.1980 -1.5755 2.0722
H -0.8406 -0.0304 4.1897
H -0.2953 -1.3729 3.1716
H 0.6740 -1.4312 5.0484
H 2.3963 -1.7785 5.0881
H 1.7275 -0.4946 6.1122
H 3.2769 1.4004 3.4018
H 3.6090 0.7223 5.0123
H 3.9354 -0.2412 3.5617
F 3.1456 -2.7164 2.2701
C 2.5687 -2.0069 1.2811
C 3.3125 -1.0231 0.6432
C 2.7080 -0.2709 -0.3331
C 1.3416 -0.4725 -0.6906
C 0.7115 0.3079 -1.6997
C 0.6461 -1.5318 -0.0351
C 1.2531 -2.2898 0.9401
H 4.3460 -0.8689 0.9215
H 3.2680 0.5026 -0.8435
H -0.2365 -0.0224 -2.1040
H 1.3241 0.9313 -2.3391
H -0.3786 -1.7253 -0.3263
H 0.7416 -3.1079 1.4306
C 0.4224 4.3377 -1.2222
N 0.4045 4.9289 0.1009
C 1.5105 5.8270 0.3952
C -0.3231 4.3442 1.0921
N -0.7493 3.1191 0.9693
N -0.5649 5.1054 2.2052
C -1.0314 4.4518 3.4107
C -0.9470 6.5066 2.0821
H 0.6204 5.1233 -1.9520
H -0.5426 3.8876 -1.4418
H 1.2010 3.5714 -1.3229
H 2.4476 5.3742 0.0613
H 1.5757 6.0033 1.4646
H 1.3899 6.7838 -0.1166
H -1.4455 2.8815 1.6627
H -0.4925 3.5166 3.5582
H -2.1095 4.2474 3.3917
H -0.8299 5.1019 4.2611
H -0.7739 6.8562 1.0695
H -0.3732 7.1274 2.7719
H -2.0101 6.6279 2.3087
*
```

2.
The following is a DFT calculation (the ωB97M-V functional and the def2-TZVPD basis) of C47H49BN13P2PbS2 as an isolated structure in a non-equilibrium geometry.

## Properties
Total energy: -4229.05469 a.u.
F_max: 3.7 eV/A
HOMO-LUMO gap (alpha / beta): 7.64 / 6.47 eV
HOMO energy (alpha / beta): -7.38 / -8.16 eV

Structure (ORCA input):
```
! RIJCOSX wB97M-V def2-TZVPD def2/J DEFGRID3
* xyz 0 2
Pb 0.5978 1.4784 0.3950
C -3.4652 2.5821 2.2391
C -2.1363 2.2668 2.3156
N -1.4860 2.6496 1.2458
N -2.3933 3.2405 0.4639
C -3.6510 3.2434 1.0655
B -1.9272 3.6589 -0.9217
N -1.6684 2.3533 -1.7902
C -2.5649 1.8660 -2.6960
C -1.9335 0.9962 -3.5449
C -0.6486 0.8429 -3.0029
N -0.5279 1.7748 -2.0019
N -0.5338 4.4231 -0.9284
C -0.2651 5.7105 -1.2399
C 1.0644 5.8947 -1.0606
C 1.5591 4.6717 -0.6208
N 0.6160 3.7863 -0.5342
N -2.8838 4.5350 -1.6597
C -2.8856 4.8962 -2.9107
C -3.7623 5.9763 -3.0424
C -4.3228 6.1538 -1.7799
N -3.7872 5.2642 -0.9156
H -4.1961 2.4388 3.0025
H -1.6582 1.5719 3.0184
H -4.5784 3.6015 0.6670
H -3.5640 2.2820 -2.7428
H -2.4193 0.4811 -4.3514
H 0.1029 0.1289 -3.2147
H -1.0432 6.3397 -1.6553
H 1.5557 6.8633 -1.1225
H 2.5481 4.4238 -0.3121
H -2.3043 4.4351 -3.6920
H -4.0334 6.3533 -4.0149
H -5.0391 6.8779 -1.4903
S 1.8848 -0.2634 3.1210
C 2.2443 0.9476 4.1583
C 2.5047 0.4970 5.5320
N 2.5862 0.1138 6.6162
C 2.4816 2.3137 3.8867
S 2.3799 3.0735 2.3717
C 2.6335 3.1885 5.0080
N 2.7174 3.8368 5.9789
C -0.4051 -4.0230 2.1742
N -0.2281 -2.6362 1.6799
P -1.1676 -1.2720 2.2551
C -1.5230 -1.7967 3.9804
C -0.6425 -2.4077 4.8556
C -1.0398 -2.8066 6.1509
C -2.3555 -2.5087 6.5439
C -3.2138 -1.8451 5.6533
C -2.7952 -1.4765 4.4193
C -2.8534 -1.4704 1.5089
C -3.7161 -2.5476 1.6957
C -4.9439 -2.5687 1.0182
C -5.3428 -1.5365 0.1628
C -4.3737 -0.5747 -0.1133
C -3.1640 -0.5184 0.5757
P 0.3639 -2.2588 0.1026
C -0.6069 -3.3341 -0.9824
C -0.6275 -4.7383 -0.9240
C -1.6702 -5.4024 -1.5565
C -2.6416 -4.7784 -2.3209
C -2.5932 -3.3903 -2.3707
C -1.6133 -2.6709 -1.7060
C 1.9858 -3.0482 0.0560
C 2.4614 -3.5409 -1.1870
C 3.6972 -4.1157 -1.3070
C 4.4765 -4.2979 -0.1549
C 4.0986 -3.8029 1.0872
C 2.8572 -3.1648 1.1321
H -0.1897 -4.2045 3.2215
H 0.3052 -4.6744 1.6101
H -1.3987 -4.4701 1.9393
H 0.3288 -2.5854 4.5287
H -0.4110 -3.3150 6.9018
H -2.7218 -2.9945 7.4548
H -4.2870 -1.6606 5.8281
H -3.6353 -1.1134 3.8540
H -3.4557 -3.3448 2.3660
H -5.6340 -3.3938 1.2457
H -6.3292 -1.5124 -0.3226
H -4.6464 0.2301 -0.7443
H -2.4442 0.2781 0.3334
H 0.2062 -5.2128 -0.4418
H -1.6225 -6.4823 -1.4523
H -3.3704 -5.2983 -2.9654
H -3.3281 -2.8113 -2.9278
H -1.5831 -1.6218 -1.7148
H 1.8968 -3.4522 -2.1266
H 4.0027 -4.5155 -2.2570
H 5.4623 -4.7107 -0.2234
H 4.5995 -3.9581 2.0170
H 2.4475 -2.8370 2.0685
C 3.3696 2.1484 -4.3344
C 3.2767 0.6765 -3.9506
N 4.0503 0.3493 -2.7753
C 5.3177 -0.3909 -2.8808
C 6.5347 0.4504 -3.2378
C 3.5555 0.6138 -1.5412
C 4.3658 0.1433 -0.3513
N 2.4258 1.2180 -1.3458
H 2.9053 2.2668 -5.3449
H 4.4212 2.2989 -4.5618
H 2.8224 2.7812 -3.6118
H 3.6786 0.0710 -4.7471
H 2.2064 0.4107 -3.7457
H 5.1260 -1.1758 -3.6539
H 5.4577 -0.8873 -1.9709
H 6.4212 0.9898 -4.2243
H 7.3896 -0.2077 -3.3929
H 6.7144 1.1850 -2.4751
H 5.3358 0.4983 -0.3493
H 4.3803 -0.9401 -0.2986
H 3.8843 0.5478 0.5423
H 1.9474 1.3767 -2.2104
*
```

3.
The following is a DFT calculation (the ωB97M-V functional and the def2-TZVPD basis) of a 2-piece molecular cluster, C3NO3 overall in a non-equilibrium geometry.

## Properties
Total energy: -394.75137 a.u.
F_max: 5.7 eV/A
HOMO-LUMO gap (alpha / beta): 5.96 / 5.96 eV
HOMO energy (alpha / beta): -3.85 / -3.85 eV

Structure (ORCA input):
```
! RIJCOSX wB97M-V def2-TZVPD def2/J DEFGRID3
* xyz -1 1
C -1.4831 0.8175 -0.2608
C -1.3473 -0.4983 -0.5216
C 2.0645 -0.1914 0.5653
N 1.4896 0.5276 1.3270
O -1.8379 1.7865 -0.8863
O -1.5706 -1.5414 -0.0547
O 2.6848 -0.9005 -0.1689
*
```

4.
The following is a DFT calculation (the ωB97M-V functional and the def2-TZVPD basis) of one molecule with the formula C4H3NOS in a non-equilibrium geometry.

## Properties
Total energy: -682.22769 a.u.
F_max: 3.6 eV/A
HOMO-LUMO gap (alpha / beta): 7.47 / 5.74 eV
HOMO energy (alpha / beta): -6.97 / -8.84 eV

Structure (ORCA input):
```
! RIJCOSX wB97M-V def2-TZVPD def2/J DEFGRID3
* xyz 0 3
C -0.2018 -1.0483 -1.0734
C -0.8263 -0.0253 -1.8063
C 0.5100 -0.0838 1.0214
C 0.7936 0.6867 2.1385
N 0.2643 -0.7963 0.1058
O 1.3702 0.3882 3.1610
S -1.0274 1.5091 -1.2578
H -0.0826 -2.0492 -1.4523
H -1.1950 -0.2919 -2.7895
H 0.3950 1.7108 1.9527
*
```

> Number 2 is which compound?

C47H49BN13P2PbS2

> Among the records above, which one has the highest F_max?

C3NO3